{
  "formula": "C3H3ClOS",
  "method": "ωB97M-V/def2-TZVPD",
  "molar_mass_g_mol": 122.58,
  "energy_ev": -28558.914,
  "gap_ev": [8.1, 5.4],
  "e_above_lowest_kcal_mol": 121.5,
  "total_charge": 0,
  "elements": ["C", "C", "C", "O", "S", "Cl", "H", "H", "H"],
  "xyz": [[-0.3302, -1.1421, 0.2287], [-0.5196, 0.1684, -0.3718], [0.6918, -0.1180, 0.1369], [2.4374, 1.7437, -0.1295], [2.3219, 0.3409, 0.2610], [-2.6668, 2.1585, 0.2933], [-0.6543, -1.6107, 1.1992], [-0.1960, -1.9813, -0.4374], [-1.0843, 0.4404, -1.1805]],
  "forces_ev_per_angstrom": [[-0.0800, -3.1988, 1.5056], [0.7054, -0.3712, 1.6422], [0.8245, 1.6973, -0.2641], [0.2686, 0.6929, -0.2891], [-1.0336, -0.7417, 0.2539], [0.5147, -0.4439, -0.0357], [-0.1125, 1.3619, -0.6027], [-0.1180, -0.2998, -0.5616], [-0.9691, 1.3034, -1.6485]],
  "mulliken_charge": [-0.30, -0.52, 0.08, -0.40, 0.28, -0.16, 0.23, 0.21, 0.58]
}